No. 1
A 2-piece molecular cluster, C9H13NO overall. Source: the OMol25 dataset; level of theory: ωB97M-V with the def2-TZVPD basis set.

As for the HOMO-LUMO gap: 0.3568 hartree. The calculation puts the energy above the lowest of the compared OMol25 structures with the same formula, charge and spin at 15.3 kcal per mole. Its spin multiplicity is 1. Its structure (SMILES) is Cc1ccccc1.CC(N)=O. As for the total energy: -13081.4073 eV.

Each atom is followed by the atoms it is bonded to, with distances in Å.
Positions of all 24 atoms, in Å:
1 C -2.692 -0.365 -1.714  C2 1.526, H8 1.078, H9 1.096, H10 1.093
2 C -1.406 -1.099 -1.347  C1 1.526, C3 1.398, C7 1.381
3 C -0.905 -1.148 -0.042  C2 1.398, C4 1.384, H11 1.085
4 C 0.305 -1.748 0.262  C3 1.384, C5 1.390, H12 1.081
5 C 1.005 -2.355 -0.775  C4 1.390, C6 1.384, H13 1.082
6 C 0.529 -2.292 -2.073  C5 1.384, C7 1.406, H14 1.085
7 C -0.709 -1.700 -2.377  C2 1.381, C6 1.406, H15 1.080
8 H -2.560 0.240 -2.596  C1 1.078
9 H -2.994 0.164 -0.803  C1 1.096
10 H -3.516 -1.081 -1.781  C1 1.093
11 H -1.559 -0.751 0.727  C3 1.085
12 H 0.558 -1.803 1.311  C4 1.081
13 H 1.928 -2.884 -0.576  C5 1.082
14 H 1.202 -2.597 -2.868  C6 1.085
15 H -1.039 -1.741 -3.404  C7 1.080
16 C 0.330 2.027 2.321  C17 1.495, H20 1.095, H21 1.093, H22 1.098
17 C 1.791 1.946 2.015  C16 1.495, N18 1.365, O19 1.217
18 N 2.372 3.060 1.481  C17 1.365, H23 1.019, H24 1.009
19 O 2.429 0.916 2.136  C17 1.217
20 H 0.222 2.107 3.407  C16 1.095
21 H -0.326 1.203 2.029  C16 1.093
22 H -0.349 2.797 1.932  C16 1.098
23 H 3.379 3.109 1.330  N18 1.019
24 H 2.005 3.996 1.404  N18 1.009

---

No. 2
A 2-piece molecular cluster, C9H13NO overall. Source: the OMol25 dataset; level of theory: ωB97M-V with the def2-TZVPD basis set.

As for the HOMO-LUMO gap: 0.3676 hartree. The calculation puts the energy above the lowest of the compared OMol25 structures with the same formula, charge and spin at 34.3 kcal per mole. Its spin multiplicity is 1. Its structure (SMILES) is Cc1ccccc1.CC(N)=O. As for the total energy: -13080.5853 eV.

Each atom is followed by the atoms it is bonded to, with distances in Å.
Positions of all 24 atoms, in Å:
1 C 0.208 2.844 -1.388  C2 1.492, H8 1.062, H9 1.062, H10 1.064
2 C -0.151 2.012 -0.203  C1 1.492, C3 1.392, C7 1.433
3 C 0.595 1.926 0.968  C2 1.392, C4 1.426, H11 1.119
4 C 0.049 1.035 1.938  C3 1.426, C5 1.388, H12 1.124
5 C -1.105 0.304 1.696  C4 1.388, C6 1.393, H13 1.105
6 C -1.809 0.333 0.494  C5 1.393, C7 1.374, H14 1.136
7 C -1.339 1.242 -0.424  C2 1.433, C6 1.374, H15 1.080
8 H 1.057 2.843 -2.027  C1 1.062
9 H 0.060 3.849 -1.079  C1 1.062
10 H -0.615 2.852 -2.063  C1 1.064
11 H 1.392 2.657 1.257  C3 1.119
12 H 0.567 0.902 2.927  C4 1.124
13 H -1.420 -0.448 2.442  C5 1.105
14 H -2.787 -0.229 0.358  C6 1.136
15 H -1.925 1.418 -1.314  C7 1.080
16 C 0.675 -2.571 -1.579  C17 1.662, H20 1.116, H21 1.042, H22 1.098
17 C 0.727 -3.193 -0.038  C16 1.662, N18 1.412, O19 1.203
18 N 1.021 -2.218 0.939  C17 1.412, H23 0.928, H24 0.980
19 O 0.574 -4.349 0.259  C17 1.203
20 H 0.097 -1.625 -1.704  C16 1.116
21 H 0.204 -3.362 -2.067  C16 1.042
22 H 1.739 -2.557 -1.848  C16 1.098
23 H 1.236 -2.374 1.829  N18 0.928
24 H 0.950 -1.291 0.629  N18 0.980

---

No. 3
A 2-piece molecular cluster, C9H13NO overall. Source: the OMol25 dataset; level of theory: ωB97M-V with the def2-TZVPD basis set.

As for the HOMO-LUMO gap: 0.3739 hartree. The calculation puts the energy above the lowest of the compared OMol25 structures with the same formula, charge and spin at 3.4 kcal per mole. Its spin multiplicity is 1. Its structure (SMILES) is Cc1ccccc1.CC(N)=O. As for the total energy: -13081.9260 eV.

Each atom is followed by the atoms it is bonded to, with distances in Å.
Positions of all 24 atoms, in Å:
1 C 0.919 1.335 2.111  C2 1.500, H8 1.087, H9 1.084, H10 1.099
2 C 1.156 0.317 1.036  C1 1.500, C3 1.394, C7 1.391
3 C 1.697 0.727 -0.181  C2 1.394, C4 1.390, H11 1.086
4 C 1.934 -0.226 -1.165  C3 1.390, C5 1.390, H12 1.086
5 C 1.659 -1.571 -0.952  C4 1.390, C6 1.387, H13 1.079
6 C 1.150 -1.978 0.273  C5 1.387, C7 1.392, H14 1.085
7 C 0.797 -1.015 1.214  C2 1.391, C6 1.392, H15 1.086
8 H 0.977 1.057 3.160  C1 1.087
9 H -0.032 1.830 1.952  C1 1.084
10 H 1.608 2.179 1.969  C1 1.099
11 H 1.949 1.756 -0.420  C3 1.086
12 H 2.350 0.071 -2.124  C4 1.086
13 H 1.982 -2.285 -1.693  C5 1.079
14 H 1.036 -3.030 0.514  C6 1.085
15 H 0.144 -1.253 2.049  C7 1.086
16 C -2.039 -0.855 -0.717  C17 1.503, H20 1.082, H21 1.087, H22 1.087
17 C -2.663 0.488 -0.970  C16 1.503, N18 1.367, O19 1.215
18 N -1.829 1.567 -0.876  C17 1.367, H23 1.008, H24 1.007
19 O -3.857 0.618 -1.151  C17 1.215
20 H -0.989 -0.935 -0.970  C16 1.082
21 H -2.636 -1.593 -1.246  C16 1.087
22 H -2.211 -1.139 0.318  C16 1.087
23 H -2.260 2.456 -1.081  N18 1.008
24 H -0.841 1.479 -1.051  N18 1.007

---

No. 4
A 2-piece molecular cluster, C9H13NO overall. Source: the OMol25 dataset; level of theory: ωB97M-V with the def2-TZVPD basis set.

As for the HOMO-LUMO gap: 0.3520 hartree. The calculation puts the energy above the lowest of the compared OMol25 structures with the same formula, charge and spin at 47.9 kcal per mole. Its spin multiplicity is 1. Its structure (SMILES) is Cc1ccccc1.CC(N)=O. As for the total energy: -13079.9953 eV.

Each atom is followed by the atoms it is bonded to, with distances in Å.
Positions of all 24 atoms, in Å:
1 C -0.645 -2.978 -2.188  C2 1.447, H8 1.013, H9 1.151, H10 1.137
2 C -0.661 -2.262 -0.930  C1 1.447, C3 1.399, C7 1.465
3 C -0.186 -2.845 0.250  C2 1.399, C4 1.429, H11 1.062
4 C -0.422 -2.252 1.528  C3 1.429, C5 1.387, H12 1.083
5 C -0.873 -0.949 1.676  C4 1.387, C6 1.420, H13 1.094
6 C -0.990 -0.246 0.447  C5 1.420, C7 1.381, H14 1.138
7 C -0.976 -0.837 -0.800  C2 1.465, C6 1.381, H15 0.994
8 H -1.563 -3.134 -2.586  C1 1.013
9 H -0.063 -3.963 -2.066  C1 1.151
10 H -0.327 -2.419 -3.126  C1 1.137
11 H 0.628 -3.527 0.231  C3 1.062
12 H -0.082 -2.831 2.378  C4 1.083
13 H -1.164 -0.658 2.689  C5 1.094
14 H -1.119 0.882 0.365  C6 1.138
15 H -1.428 -0.433 -1.588  C7 0.994
16 C 1.237 2.214 -1.139  C17 1.512, H20 1.120, H21 1.136, H22 1.094
17 C 1.174 2.796 0.255  C16 1.512, N18 1.339, O19 1.211
18 N -0.027 3.298 0.572  C17 1.339, H23 0.932, H24 0.990
19 O 2.070 2.961 1.053  C17 1.211
20 H 1.571 3.072 -1.777  C16 1.120
21 H 0.208 1.897 -1.500  C16 1.136
22 H 1.897 1.355 -1.291  C16 1.094
23 H -0.085 3.886 1.292  N18 0.932
24 H -0.801 3.266 -0.043  N18 0.990

---

No. 5
A 2-piece molecular cluster, C9H13NO2 overall. Source: the OMol25 dataset; level of theory: ωB97M-V with the def2-TZVPD basis set.

As for the HOMO-LUMO gap: 0.3481 hartree. The calculation puts the energy above the lowest of the compared OMol25 structures with the same formula, charge and spin at 14.6 kcal per mole. Its spin multiplicity is 1. Its structure (SMILES) is Cc1ccc(O)cc1.CC(N)=O. As for the total energy: -15128.9973 eV.

Each atom is followed by the atoms it is bonded to, with distances in Å.
Positions of all 25 atoms, in Å:
1 C -2.017 0.852 2.722  C2 1.491, H9 1.093, H10 1.096, H11 1.085
2 C -0.856 1.070 1.812  C1 1.491, C3 1.382, C8 1.394
3 C -0.766 2.222 1.053  C2 1.382, C4 1.388, H12 1.085
4 C 0.300 2.449 0.194  C3 1.388, C5 1.392, H13 1.079
5 C 1.403 1.601 0.239  C4 1.392, O6 1.362, C7 1.410
6 O 2.539 1.853 -0.470  C5 1.362, H14 0.956
7 C 1.350 0.427 1.018  C5 1.410, C8 1.384, H15 1.080
8 C 0.249 0.221 1.832  C2 1.394, C7 1.384, H16 1.085
9 H -1.626 0.435 3.654  C1 1.093
10 H -2.698 0.048 2.422  C1 1.096
11 H -2.569 1.761 2.937  C1 1.085
12 H -1.611 2.900 0.984  C3 1.085
13 H 0.330 3.285 -0.488  C4 1.079
14 H 2.402 1.909 -1.415  O6 0.956
15 H 2.149 -0.298 0.990  C7 1.080
16 H 0.213 -0.661 2.463  C8 1.085
17 C -0.228 -3.034 -2.918  C18 1.494, H21 1.092, H22 1.089, H23 1.091
18 C 0.053 -1.669 -2.376  C17 1.494, N19 1.391, O20 1.212
19 N 0.612 -1.643 -1.103  C18 1.391, H24 1.015, H25 1.008
20 O -0.192 -0.627 -2.944  C18 1.212
21 H -0.252 -2.923 -4.004  C17 1.092
22 H -1.164 -3.491 -2.600  C17 1.089
23 H 0.530 -3.744 -2.583  C17 1.091
24 H 0.441 -0.762 -0.628  N19 1.015
25 H 1.406 -2.182 -0.792  N19 1.008

---

Q: What is the formula in the third record?
A: C9H13NO